w) This record from the OMol25 dataset describes a gas-phase ion, C4H10NO2 (charge +1). The level of theory is ωB97M-V with the def2-TZVPD basis set.

Properties
2S+1 = 1
gap between HOMO and LUMO = 10.81 eV
SMILES string = C[C@@H]([NH3+])CC(=O)O
net charge = +1
highest occupied orbital energy = -14.630 eV

```
17
Properties=species:S:1:pos:R:3:lowdin_charge:R:1
C -0.42230 -1.61506 -0.01189 -0.029
C 0.03152 -0.30690 0.58619 -0.297
N 1.39208 -0.55091 1.28534 0.223
C 0.27287 0.81629 -0.42714 -0.066
C -1.05351 1.32805 -0.91700 -0.527
O -2.12555 0.98467 -0.53230 0.159
O -0.83818 2.34471 -1.77245 0.123
H -0.50452 -1.58934 -1.10017 0.103
H 0.15668 -2.50562 0.21909 0.089
H -1.42811 -1.86659 0.33167 0.103
H -0.70648 0.06188 1.29714 0.158
H 1.31417 -1.35761 1.91645 0.173
H 2.22161 -0.69965 0.72645 0.171
H 1.53444 0.23222 1.93303 0.176
H 0.83720 1.66980 -0.03427 0.142
H 0.95802 0.48305 -1.21232 0.144
H -1.63994 2.57099 -2.28781 0.154
```

x) This record from the OMol25 dataset describes a gas-phase ion, C4H10NO2 (charge +1). The level of theory is ωB97M-V with the def2-TZVPD basis set.

Properties
2S+1 = 1
gap between HOMO and LUMO = 11.51 eV
SMILES string = CC[C@H]([NH3+])C(=O)O
net charge = +1
highest occupied orbital energy = -15.259 eV

```
17
Properties=species:S:1:pos:R:3:lowdin_charge:R:1
C 0.93198 -1.26167 -1.38571 -0.061
C 0.97676 -0.02327 -0.49761 -0.175
C -0.00493 -0.04029 0.68942 -0.204
N -1.36282 -0.53978 0.32716 0.250
C -0.06533 1.37070 1.23305 -0.498
O 0.58253 1.79739 2.12818 0.199
O -1.01054 2.04579 0.54335 0.115
H -0.08525 -1.56948 -1.62678 0.070
H 1.44160 -2.08537 -0.89781 0.089
H 1.53589 -1.05677 -2.25442 0.090
H 1.94591 0.23580 -0.07686 0.141
H 0.72267 0.85253 -1.10539 0.126
H 0.46621 -0.73320 1.36139 0.168
H -1.87184 -0.72179 1.19136 0.187
H -1.34958 -1.44447 -0.15131 0.164
H -1.82727 0.17617 -0.23442 0.175
H -1.02600 2.99769 0.75639 0.163
```

y) This record from the OMol25 dataset describes 2 unconnected molecules or ions with the total composition C4H10NO2. The level of theory is ωB97M-V with the def2-TZVPD basis set.

Properties
2S+1 = 1
gap between HOMO and LUMO = 8.05 eV
net charge = +1
highest occupied orbital energy = -13.121 eV

```
17
Properties=species:S:1:pos:R:3:lowdin_charge:R:1
C -2.63681 0.53380 0.60570 0.069
C -1.76579 -0.49107 -0.68814 -0.046
C 1.15001 0.14820 1.10030 -0.111
C 2.10957 -0.57373 -1.01027 -0.086
N 1.00848 0.13846 -0.32747 -0.202
O -1.89143 -0.73290 0.60735 0.155
O -2.46898 0.56958 -0.86125 0.195
H -3.60182 0.56027 0.87298 0.126
H -2.05963 1.23518 1.14726 0.149
H -1.18922 -0.96767 -1.41188 0.163
H 2.18039 0.35010 1.31354 0.081
H 0.48056 1.08568 1.40355 0.127
H 0.72525 -0.67570 1.50501 0.038
H 2.99775 -0.14679 -0.65873 0.059
H 2.10351 -1.72095 -0.85754 0.124
H 1.92435 -0.36365 -2.02414 0.063
H 0.93380 1.05120 -0.71626 0.096
```

Most stable one: w), least stable one: y).

w) This record from the OMol25 dataset describes 2 unconnected molecules or ions with the total composition C3H7NO. The level of theory is ωB97M-V with the def2-TZVPD basis set.

Properties
2S+1 = 1
gap between HOMO and LUMO = 10.04 eV
net charge = 0
highest occupied orbital energy = -9.446 eV

```
12
Properties=species:S:1:pos:R:3:lowdin_charge:R:1
C -1.78784 -0.53505 -0.74763 0.114
N -0.60658 0.14620 0.81084 0.099
C 0.42862 0.04703 0.04063 -0.639
O 0.17935 -0.39785 -1.12001 -0.039
C 1.84062 0.42216 0.40921 -0.009
H -1.66194 -1.30337 -1.50374 0.053
H -2.04970 0.43624 -1.14835 0.061
H -2.43392 -0.85946 0.05949 0.040
H -0.51566 0.50484 1.75775 0.080
H 2.17281 1.24290 -0.23261 0.085
H 2.50009 -0.42847 0.21998 0.083
H 1.93415 0.72483 1.45443 0.072
```

x) This record from the OMol25 dataset describes a molecular structure, C3H7NO. The level of theory is ωB97M-V with the def2-TZVPD basis set.

Properties
2S+1 = 1
gap between HOMO and LUMO = 10.18 eV
net charge = 0
highest occupied orbital energy = -9.360 eV

```
12
Properties=species:S:1:pos:R:3:lowdin_charge:R:1
C -1.75636 -0.53935 -0.08024 -0.046
C -0.08200 1.39204 -0.01718 -0.163
C 0.72997 -0.74127 0.04651 -0.358
H -2.01654 -1.12900 0.88044 0.093
H -2.50209 0.26220 -0.27602 0.077
H -1.68942 -1.43519 -0.84138 0.104
H 0.12937 1.97659 1.03251 0.113
H 1.03228 1.30160 -0.61452 0.131
H -0.94766 2.12330 -0.76232 0.160
H 0.53842 -1.81435 -0.04848 0.133
N -0.37645 0.05201 0.21329 -0.244
O 1.84264 -0.28972 -0.06973 0.001
```

y) This record from the OMol25 dataset describes 2 unconnected molecules or ions with the total composition C3H7NO. The level of theory is ωB97M-V with the def2-TZVPD basis set.

Properties
2S+1 = 1
gap between HOMO and LUMO = 10.92 eV
SMILES string = CC=O.C=N
net charge = 0
highest occupied orbital energy = -9.912 eV

```
12
Properties=species:S:1:pos:R:3:lowdin_charge:R:1
C 2.30076 0.13624 -0.29668 -0.052
C 1.26962 -0.92598 -0.49098 -0.316
O 0.28376 -0.79269 -1.17303 0.017
H 2.02949 0.99359 -0.91186 0.081
H 2.34551 0.44257 0.74977 0.084
H 3.28576 -0.21787 -0.60188 0.080
H 1.43123 -1.89754 0.01759 0.122
C -2.20753 1.29315 0.98821 -0.145
N -1.86614 0.08053 0.94889 0.033
H -2.71996 1.69065 1.82581 0.037
H -1.99707 2.02412 0.19929 0.063
H -1.35062 -0.11556 0.09213 -0.002
```

z) This record from the OMol25 dataset describes 2 unconnected molecules or ions with the total composition C3H7NO. The level of theory is ωB97M-V with the def2-TZVPD basis set.

Properties
2S+1 = 1
gap between HOMO and LUMO = 10.68 eV
SMILES string = C=CO.C=N
net charge = 0
highest occupied orbital energy = -9.821 eV

```
12
Properties=species:S:1:pos:R:3:lowdin_charge:R:1
C 1.20829 -1.12450 1.35817 0.019
C -0.10931 -1.19352 1.30033 -0.256
O -0.78940 -1.40485 2.51483 -0.061
H 1.88093 -1.00193 0.51299 0.052
H 1.76712 -1.35669 2.26012 0.067
H -0.77380 -1.45846 0.48520 0.104
H -1.31604 -0.62780 2.67627 0.077
C -0.15045 1.74016 -2.52130 -0.148
N -1.01112 1.94111 -1.60492 0.012
H 0.39010 2.66033 -2.78926 0.058
H 0.16063 0.80626 -2.96816 0.056
H -1.25696 1.01990 -1.22426 0.021
```

Most stable one: y), least stable one: w).

w) This record from the OMol25 dataset describes a gas-phase ion, C5H12N2 (charge +1). The level of theory is ωB97M-V with the def2-TZVPD basis set.

Properties
2S+1 = 2
<S²> = 0.76
gap between HOMO and LUMO (spin up / spin down) = 5.69 / 8.11 eV
net charge = +1
highest occupied orbital energy (spin up / spin down) = -9.729 / -12.142 eV

```
19
Properties=species:S:1:pos:R:3:lowdin_spin:R:1
C -1.32910 -0.67864 -0.53664 0.000
C 0.13070 -0.09929 -0.44001 -0.005
C 0.19276 0.83917 0.67032 -0.010
C -0.76802 1.47589 1.37886 0.100
C 2.67153 0.46028 0.89889 0.607
N 1.49954 1.08269 1.21246 0.197
N -1.42657 -1.68497 -1.68830 0.000
H -2.05330 0.13632 -0.78045 0.000
H -1.52154 -1.29975 0.40243 0.000
H 0.98373 -0.87359 -0.29518 0.004
H 0.37594 0.25198 -1.37433 -0.002
H -1.85330 1.31365 1.17694 0.008
H -0.41771 2.06178 2.23652 0.004
H 2.73279 0.11921 -0.15200 0.046
H 3.59321 0.50025 1.52545 0.035
H 1.61131 2.07509 1.53933 0.015
H -0.93431 -2.57733 -1.41520 0.000
H -1.06319 -1.13915 -2.52216 0.000
H -2.42446 -1.96358 -1.83693 0.000
```

x) This record from the OMol25 dataset describes a gas-phase ion, C5H12N2 (charge +1). The level of theory is ωB97M-V with the def2-TZVPD basis set.

Properties
2S+1 = 2
<S²> = 0.77
gap between HOMO and LUMO (spin up / spin down) = 10.45 / 6.86 eV
net charge = +1
highest occupied orbital energy (spin up / spin down) = -13.509 / -13.581 eV

```
19
Properties=species:S:1:pos:R:3:lowdin_spin:R:1
C 1.83593 -1.29527 0.00273 0.034
C 0.36492 -1.74376 -0.35802 0.049
C -0.75106 -1.08691 0.53415 0.419
C -0.90542 0.27774 0.48077 0.128
N -1.70812 1.25512 0.86026 0.272
C -1.75169 2.56626 0.25159 0.027
N 2.19333 -0.32139 -0.94633 0.004
H 1.80297 -0.99972 1.06126 0.001
H 2.48048 -2.20010 0.07773 0.006
H 0.25326 -1.23881 -1.28966 0.016
H 0.12930 -2.83090 -0.55770 -0.001
H -1.50664 -1.73189 1.05546 0.014
H -0.00934 0.60784 -0.28714 0.002
H -2.57291 1.02688 1.39685 0.002
H -0.80450 2.98291 0.29207 0.008
H -1.93777 2.54097 -0.89487 0.018
H -2.62486 3.09068 0.71611 0.000
H 2.35959 -0.91049 -1.76513 0.000
H 3.15253 0.01086 -0.63013 0.000
```

Most stable one: x), least stable one: w).